[1]
Computed, not measured: a molecular structure, C46H54Cl5N3O7SSn in a non-equilibrium geometry, with ωB97M-V/def2-TZVPD.

## Properties
total charge = +2
orbital gap = 5.1 eV
F_max = 3.8 eV Å⁻¹
LUMO energy = -0.267 Ha
2S+1 = 1

Cartesian coordinates (Å):
C -1.733 -7.804 1.856
C 4.753 2.344 -0.761
H -4.274 -6.143 0.080
Sn -0.456 -0.781 -0.084
C 6.810 0.383 -0.059
C -0.150 3.027 0.130
H 3.490 4.350 -3.842
Cl -1.116 -6.535 2.857
C -2.433 4.550 0.669
C -1.201 4.758 1.439
C 3.944 3.481 -1.162
H 4.769 3.177 -3.464
H 6.376 5.665 -2.218
H 1.088 5.865 2.680
H -2.764 5.276 3.622
O -2.317 -6.259 -1.466
H -3.371 -8.311 -1.014
H 7.078 1.325 0.486
C -3.989 -4.046 -1.570
H -1.562 -6.919 -3.228
H 7.418 -0.409 0.309
C -0.939 7.198 1.317
H -4.329 -4.842 -2.231
H -3.738 -2.500 0.948
Cl -1.311 -9.597 -3.008
H -4.004 1.238 -1.257
H 0.880 4.007 1.634
C 5.016 -1.177 -0.874
C 1.312 -8.317 -0.091
C -4.493 2.046 -0.712
O -1.786 -3.196 0.490
C -1.148 -6.518 -2.277
O -0.007 0.011 2.000
H -3.515 -5.309 1.448
H -3.304 5.147 0.958
C -0.070 3.989 1.127
H 5.350 0.453 2.251
C 2.949 0.972 -0.146
C -0.298 -8.848 -1.840
H 5.837 2.565 -0.955
H 7.207 0.503 -1.059
N -3.201 -2.032 -0.976
H -1.337 -5.626 0.304
Cl -2.407 -11.616 2.452
C 4.387 1.151 -0.301
H 5.194 4.939 -3.974
H 5.814 -1.150 1.826
Cl -2.942 2.174 3.425
H -0.646 1.564 3.743
H -3.836 -2.253 -2.933
O -1.784 0.703 0.969
C -2.889 -8.570 -0.106
C -1.148 0.545 2.022
H -0.559 7.989 1.925
C -1.527 1.078 3.377
C -2.456 -10.068 1.727
C -3.944 3.427 -1.052
C 3.877 5.956 -1.699
C -3.478 -5.482 0.378
C -3.025 -9.819 0.477
C 0.762 -7.182 -0.608
C 0.152 5.950 3.233
H -3.217 6.652 2.616
C 5.093 -0.378 1.570
H 5.709 -1.969 -0.608
H 1.065 -6.177 -0.328
O -1.238 -2.164 1.287
H 2.875 5.953 -2.122
C -0.193 -7.497 -1.632
H -5.254 4.460 0.443
N -3.702 -4.177 -0.345
C -1.087 5.999 2.350
C -1.445 2.829 -0.720
C 6.069 4.873 -1.572
H 4.127 -0.775 1.763
H -1.874 7.495 0.864
H 3.801 6.236 -0.623
C 2.617 3.441 -1.007
H 5.216 -0.911 -1.930
H -5.924 4.264 -1.167
O 2.374 -0.119 0.147
C -2.401 6.187 3.161
C -3.688 -2.664 -1.985
H 2.044 -8.351 0.676
C -1.823 -9.048 2.462
H -4.373 1.772 0.358
H -0.008 5.188 3.949
H 6.797 4.032 -1.776
H -3.317 2.715 -3.005
C -2.175 -7.574 0.592
C -2.165 -6.208 -0.091
C 4.510 4.227 -3.394
H -2.115 6.978 3.923
H -4.838 3.398 -3.007
H -5.597 1.992 -0.849
C -4.979 4.445 -0.638
H 3.974 -1.525 -0.794
C -3.118 -2.906 0.143
H 6.211 5.241 -0.539
C 5.344 0.025 0.081
H -1.353 -9.274 3.410
N 0.852 2.202 -0.045
Cl -1.802 -0.371 4.420
H -4.624 5.432 -0.960
H -0.188 7.034 0.544
H 2.016 4.227 -1.371
H 0.356 6.906 3.788
C -3.844 3.576 -2.593
H -3.542 -10.657 -0.016
H -3.392 4.544 -2.989
H -0.592 -5.565 -2.423
C -2.626 3.694 -0.370
O -1.443 1.955 -1.524
S 0.738 -9.707 -0.843
C 4.602 4.635 -1.902
H 4.504 6.692 -2.180
C 2.071 2.218 -0.390

Mulliken population analysis, charges in e, atoms 1 to 5:
1. C 0.96
2. C 0.10
3. H 0.53
4. Sn 0.80
5. C -2.03

---

[2]
Computed, not measured: a molecular structure, C46H54GeN4O2P2SV in a non-equilibrium geometry, with ωB97M-V/def2-TZVPD.

## Properties
total charge = -1
orbital gap (alpha / beta) = 4.9 / 4.9 eV
F_max = 1.3 eV Å⁻¹
LUMO energy (alpha / beta) = 0.080 / 0.080 Ha
2S+1 = 1

Cartesian coordinates (Å):
H -0.509 -2.002 4.130
C 1.519 3.733 -3.557
C 3.828 -0.461 2.670
H 0.931 -0.416 5.192
C -3.079 4.707 2.719
C 0.123 3.664 -1.555
H 3.605 1.450 -0.966
C 1.747 -0.428 4.478
C -0.801 -6.681 -0.434
V -0.490 0.093 0.120
H 1.098 -1.356 -5.440
H 2.568 -6.989 -0.430
H 5.112 -0.734 4.362
N -0.213 -0.142 -4.333
H 1.087 5.290 -4.979
H -1.834 1.484 3.240
H 1.708 2.285 -1.993
H -0.541 1.937 -4.631
H 2.054 -9.031 -3.321
C -1.932 4.141 2.173
H -3.371 -2.237 1.510
O -2.162 1.913 -2.342
H 0.867 -9.956 -4.287
C 0.070 -0.466 -3.034
C -0.896 -5.309 -0.321
C -4.232 4.815 1.956
C 4.092 -0.606 4.020
C 1.834 4.762 0.804
C 0.822 4.838 -4.030
H -0.569 -2.619 2.451
H -1.039 4.081 2.787
H 3.242 -0.667 5.995
H -3.100 3.390 -0.894
H 2.343 3.323 -4.132
C 3.185 -1.282 -0.369
C -3.719 -1.863 0.546
C 3.045 -0.573 4.934
C -4.077 0.368 1.659
C -3.077 3.773 0.116
C 0.448 -7.297 -0.487
P 2.189 0.055 0.414
C 1.595 -6.513 -0.399
C -0.216 5.358 -3.267
H 3.415 6.172 1.147
H -1.968 -1.780 3.146
H 4.090 5.168 3.308
C 1.162 3.159 -2.342
C 0.134 -3.088 -0.123
C 1.526 3.115 2.483
C -0.551 4.781 -2.048
H 1.051 -2.169 -3.447
C 0.251 -4.494 -0.234
C -1.337 1.164 -2.797
N -2.099 -0.081 0.326
C -0.060 -1.872 -0.013
C -4.217 0.156 -0.827
H -1.869 -4.835 -0.287
H 2.998 2.379 0.413
C -1.901 3.656 0.864
C 1.500 -5.141 -0.265
C 0.727 -0.332 -5.413
H -5.287 -0.055 -0.764
C 3.263 4.750 2.746
Ge -0.299 2.681 0.161
H 3.163 -1.140 -1.450
C -3.507 -0.348 0.431
H 2.852 3.192 4.169
C 2.524 -0.286 2.203
N 0.930 -1.460 -2.743
C -0.879 -1.817 3.120
H -3.068 5.067 3.741
H 1.020 2.234 2.857
H -3.147 -2.370 -0.233
H 4.221 -1.249 -0.031
H 1.657 -10.673 -2.843
H 4.657 -0.472 1.973
P -0.262 -0.202 2.481
C 1.246 -9.765 -3.286
H -1.360 5.212 -1.468
C -1.056 1.034 -4.288
H -5.167 0.289 1.686
C -4.223 4.350 0.648
C -1.076 0.886 3.746
H -5.128 5.258 2.377
H 2.745 -2.250 -0.135
O -0.925 -8.881 -2.812
H 0.216 -0.146 -6.356
C 1.470 -0.297 3.117
H -1.696 -7.287 -0.490
H 2.402 -4.549 -0.177
H -0.764 6.223 -3.623
N -0.523 0.259 -2.103
H -5.119 4.425 0.041
H -4.777 -2.116 0.442
H 4.336 1.233 0.632
S 0.616 -9.061 -0.635
H 0.818 -1.820 -1.786
H -3.802 1.424 1.639
H 1.582 0.349 -5.336
H -3.813 -0.343 -1.710
C 0.155 -9.213 -2.408
C 1.130 3.641 1.251
H -3.681 -0.075 2.576
H -4.066 1.228 -0.947
H -1.553 0.293 4.528
C 2.571 3.647 3.226
H 1.567 5.217 -0.143
H -1.984 0.904 -4.846
H -0.366 1.568 4.213
C 3.398 1.415 0.106
C 2.884 5.309 1.533

Mulliken population analysis, charges in e, atoms 1 to 5:
1. H 0.51
2. C -0.63
3. C -0.99
4. H 0.42
5. C -0.70